# 1
Density functional theory data (ωB97M-V with the def2-TZVPD basis set) for a structure of composition C14H40CuN2O9P at a distorted geometry.

Geometry as XYZ:
```
67
Properties=species:S:1:pos:R:3:nbo_charge:R:1
Cu -0.448 -0.317 -0.051 0.8374
P 2.151 -0.800 0.943 2.5011
O 3.489 -0.827 0.169 -1.2496
O 1.405 0.498 1.148 -1.3197
O 2.166 -1.847 2.123 -1.2504
O 1.406 -1.432 -0.266 -1.3608
C -1.203 1.483 3.185 -0.6367
C 0.169 1.651 3.824 -0.0715
O 0.945 2.313 2.873 -0.7944
H -1.870 1.234 4.010 0.1650
H -1.317 0.680 2.458 0.2343
H -1.455 2.448 2.746 0.1938
H 0.661 0.685 3.938 0.1876
H 0.239 2.303 4.695 0.1429
H 1.107 1.668 2.181 0.5131
C -1.096 -3.994 2.854 -0.5947
C -0.819 -2.735 3.554 -0.0864
O -0.431 -1.899 2.447 -0.7755
H -1.632 -4.592 3.592 0.1542
H -0.199 -4.535 2.555 0.2293
H -1.764 -3.962 1.994 0.1783
H 0.108 -2.756 4.127 0.1914
H -1.613 -2.350 4.193 0.1289
H 0.426 -1.489 2.590 0.5262
C -0.371 4.581 0.397 -0.6242
C 0.711 3.583 -0.083 -0.0501
O 0.159 2.288 -0.076 -0.7906
H -0.624 4.485 1.453 0.2109
H -1.313 4.390 -0.117 0.1867
H 0.002 5.579 0.170 0.1733
H 1.641 3.639 0.482 0.1847
H 0.893 3.764 -1.142 0.1358
H 0.717 1.702 0.439 0.5193
C -4.042 -3.131 -0.999 -0.6255
C -3.282 -1.830 -0.926 -0.0942
C -3.964 -0.694 -0.200 -0.0527
O -3.213 0.522 -0.234 -0.5350
C -3.921 1.701 0.083 -0.2385
N -1.970 -2.201 -0.364 -0.8009
H -3.566 -3.835 -1.682 0.2148
H -5.021 -3.075 -1.475 0.1870
H -4.275 -3.583 -0.035 0.2070
H -2.965 -1.478 -1.908 0.1959
H -4.137 -0.992 0.834 0.1688
H -4.944 -0.547 -0.654 0.1494
H -3.384 2.604 -0.208 0.2020
H -4.002 1.707 1.170 0.1770
H -4.866 1.710 -0.460 0.1460
H -1.556 -2.596 -1.197 0.3624
H -2.054 -3.022 0.218 0.3598
C 5.458 1.111 -3.393 -0.6424
C 4.284 0.316 -2.788 -0.0398
C 2.963 0.417 -3.633 -0.0705
O 2.030 -0.340 -2.894 -0.4873
C 0.666 -0.367 -3.368 -0.2583
N 4.753 -0.985 -2.540 -0.7116
H 6.231 1.335 -2.659 0.2038
H 5.057 2.094 -3.640 0.1863
H 5.801 0.505 -4.232 0.1724
H 4.091 0.967 -1.935 0.2175
H 3.138 -0.001 -4.624 0.1288
H 2.905 1.502 -3.547 0.1553
H 0.168 0.582 -3.169 0.1629
H 0.255 -1.136 -2.713 0.2234
H 0.508 -0.595 -4.422 0.1296
H 5.713 -0.740 -2.349 0.3223
H 4.899 -1.368 -3.464 0.2945
```

Output
Energy: -3325.78980 Ha
Net charge: -2
2S+1: 1
Energy above the lowest of the compared OMol25 structures with the same formula, charge and spin: 134.0 kcal/mol

---

# 2
Density functional theory data (ωB97M-V with the def2-TZVPD basis set) for a structure of composition C14H40N2O5 at a distorted geometry.

Geometry as XYZ:
```
61
Properties=species:S:1:pos:R:3:nbo_charge:R:1
C 3.133 1.242 0.368 -0.6210
C 2.030 0.161 -0.037 -0.1188
C 1.462 0.321 -1.490 -0.1055
O 0.341 -0.531 -1.507 -0.6109
C -0.122 -0.907 -2.822 -0.2840
N 2.663 -1.067 0.176 -0.8278
H 3.978 1.320 -0.315 0.2252
H 3.417 0.996 1.391 0.2094
H 2.780 2.265 0.497 0.2096
H 1.219 0.204 0.689 0.2207
H 2.258 -0.043 -2.140 0.2029
H 1.378 1.384 -1.716 0.1998
H -0.898 -1.672 -2.812 0.2111
H 0.655 -1.542 -3.247 0.1991
H -0.403 -0.112 -3.513 0.2056
H 2.012 -1.837 0.123 0.3215
H 3.167 -1.102 1.050 0.3626
C 0.576 -2.020 0.905 -0.6497
C 0.865 -0.988 2.000 -0.1041
C -0.254 0.124 2.109 -0.1083
O -1.600 -0.403 2.155 -0.5587
C -2.596 0.560 2.406 -0.2659
N 1.090 -1.636 3.356 -0.8526
H 0.064 -1.725 -0.011 0.3076
H -0.210 -2.724 1.178 0.2231
H 1.440 -2.568 0.529 0.1827
H 1.833 -0.519 1.822 0.2055
H -0.103 0.630 1.156 0.1916
H -0.152 0.843 2.922 0.1949
H -2.640 1.298 1.605 0.1709
H -2.363 1.138 3.300 0.1800
H -3.619 0.190 2.340 0.2107
H 0.139 -1.646 3.696 0.3521
H 1.439 -2.583 3.323 0.3511
C 0.138 -2.874 -0.552 -0.5994
C -0.523 -4.158 -0.938 -0.0807
O -1.613 -4.271 -0.028 -0.7365
H 0.535 -3.130 0.430 0.2477
H -0.601 -2.107 -0.318 0.2181
H 0.939 -2.450 -1.157 0.1927
H 0.215 -4.958 -0.900 0.1728
H -0.878 -3.889 -1.933 0.1441
H -2.409 -4.087 -0.532 0.4779
C -1.002 4.058 -0.102 -0.5720
C -0.773 4.434 -1.533 -0.0556
O -2.055 4.895 -2.082 -0.7237
H -0.099 3.556 0.247 0.1865
H -1.901 3.507 0.173 0.2335
H -1.214 4.907 0.547 0.1650
H -0.383 3.554 -2.044 0.1403
H -0.057 5.201 -1.830 0.1628
H -1.837 5.075 -2.999 0.4542
C -1.469 -0.238 -0.435 -0.7074
C -0.516 0.993 -0.700 -0.1033
O -1.251 2.175 -0.243 -0.7648
H -1.061 -1.100 -0.961 0.2073
H -2.388 0.028 -0.957 0.2109
H -1.680 -0.329 0.631 0.2629
H -0.377 1.125 -1.773 0.1743
H 0.452 0.887 -0.210 0.1937
H -1.170 2.139 0.713 0.4684
```

Output
Energy: -1042.01774 Ha
Net charge: 0
2S+1: 1
Energy above the lowest of the compared OMol25 structures with the same formula, charge and spin: 646.1 kcal/mol

---

# 3
Density functional theory data (ωB97M-V with the def2-TZVPD basis set) for a cluster of 3 separate species, C14H41BrN6O3P3S in total at a distorted geometry.

Geometry as XYZ:
```
69
Properties=species:S:1:pos:R:3:nbo_charge:R:1
C 3.454 1.504 3.864 -0.2678
C 2.765 1.777 2.745 -0.4192
S 1.209 2.621 2.813 0.2331
P 0.062 1.186 4.139 1.0503
O -1.478 1.546 4.060 -0.9693
Br 0.451 -0.624 2.959 -0.1664
H 3.654 2.298 4.577 0.2177
H 3.825 0.513 4.089 0.2365
H 3.102 1.480 1.755 0.3115
H 1.355 3.776 3.493 0.1910
H -1.879 1.495 3.153 0.5582
O -3.372 1.638 1.948 -1.0759
P -4.227 1.072 0.824 2.3353
N -3.004 0.694 -0.302 -0.7979
C -3.038 0.779 -1.744 -0.4052
C -2.195 -0.402 0.172 -0.4219
N -5.108 2.515 0.419 -0.8082
C -4.547 3.473 -0.526 -0.4089
C -5.582 3.223 1.609 -0.4043
N -5.463 0.010 0.142 -0.7386
C -6.414 0.489 -0.843 -0.3987
C -6.181 -0.750 1.189 -0.4233
H -3.592 -0.047 -2.213 0.1822
H -2.015 0.749 -2.128 0.2030
H -3.451 1.721 -2.093 0.2090
H -2.643 -1.394 0.006 0.1824
H -2.028 -0.266 1.242 0.2015
H -1.213 -0.383 -0.304 0.2029
H -3.495 3.713 -0.322 0.1835
H -5.121 4.399 -0.500 0.2108
H -4.639 3.115 -1.552 0.1915
H -4.797 3.826 2.078 0.1857
H -5.951 2.520 2.359 0.2001
H -6.413 3.876 1.341 0.2032
H -7.132 1.209 -0.442 0.1992
H -6.967 -0.377 -1.213 0.2119
H -5.920 0.931 -1.706 0.2068
H -6.844 -0.107 1.780 0.1811
H -5.467 -1.217 1.873 0.2009
H -6.777 -1.549 0.748 0.2114
O 3.918 0.080 0.031 -1.0401
P 4.083 -1.258 -0.652 2.3128
N 5.597 -1.061 -1.396 -0.7970
C 6.017 -1.581 -2.678 -0.4071
C 6.706 -1.025 -0.452 -0.4168
N 2.744 -1.125 -1.779 -0.8059
C 2.923 -0.497 -3.082 -0.4098
C 1.574 -0.570 -1.125 -0.4029
N 4.053 -3.027 -0.701 -0.7419
C 3.450 -3.747 -1.806 -0.3984
C 3.585 -3.607 0.573 -0.4206
H 6.261 -2.653 -2.651 0.1791
H 6.913 -1.049 -3.003 0.2094
H 5.280 -1.409 -3.457 0.2046
H 6.996 -2.035 -0.126 0.1772
H 6.443 -0.443 0.433 0.2147
H 7.576 -0.544 -0.900 0.2090
H 3.468 0.454 -3.028 0.1901
H 1.951 -0.311 -3.541 0.2027
H 3.436 -1.164 -3.775 0.1936
H 1.631 0.522 -1.030 0.1805
H 1.475 -0.987 -0.120 0.1878
H 0.665 -0.821 -1.677 0.1931
H 2.362 -3.644 -1.853 0.1930
H 3.689 -4.806 -1.677 0.2090
H 3.872 -3.452 -2.764 0.2097
H 2.510 -3.442 0.730 0.1681
H 4.121 -3.153 1.413 0.1993
H 3.778 -4.678 0.608 0.2115
```

Output
Energy: -5108.18256 Ha
Net charge: +1
2S+1: 1

---

| no. | frontier orbital gap (Eh) |
| --- | --- |
| 1 | 0.10499 |
| 2 | 0.26944 |
| 3 | 0.24026 |